Record 1
# C4H6O5

2 unconnected molecules or ions with the total composition C4H6O5 (ωB97M-V with the def2-TZVPD basis set, the OMol25 dataset).

```
15
Properties=species:S:1:pos:R:3:nbo_charge:R:1
C 0.89486 0.75632 -1.56272 0.31
C 0.88747 -0.70408 0.34307 0.77
C -1.81576 0.35426 0.05904 0.42
C 0.49631 -0.43755 -1.03749 -0.51
O 0.71857 -1.98480 0.69929 -0.68
O 1.19655 1.84106 -0.88334 -0.63
O -1.95280 -0.58551 1.03141 -0.74
O -1.37777 1.45850 0.57386 -0.68
O 1.18310 0.15133 1.16913 -0.69
H 0.84940 -2.07356 1.65794 0.50
H 1.17308 1.60734 0.08479 0.52
H -2.37537 -1.38131 0.68108 0.51
H -1.01095 1.35892 1.47417 0.48
H 0.86823 0.92035 -2.62994 0.18
H 0.26506 -1.28126 -1.66029 0.24
```

* highest occupied orbital energy: -8.67 eV
* orbital gap: 0.3393 Eh
* net charge: 0
* E_tot: -14480.8903 eV



Record 2
# C4H8N2

C4H8N2 in the gas phase (ωB97M-V with the def2-TZVPD basis set, the OMol25 dataset).

```
14
Properties=species:S:1:pos:R:3:nbo_charge:R:1
H 0.89244 0.72668 2.33168 0.35
N -0.03295 0.88744 1.94345 -0.65
C -0.17783 0.57750 0.73543 0.39
C -1.50769 0.71936 0.06356 -0.68
C 1.12171 0.42700 -0.34556 -0.30
N 0.94238 -0.92491 -0.00741 -0.40
C 0.56755 -1.81734 -0.82886 -0.10
H -1.64276 -0.01444 -0.72993 0.22
H -2.31376 0.59732 0.78222 0.24
H -1.58450 1.70987 -0.37956 0.23
H 1.96036 0.86771 0.18830 0.21
H 0.95826 0.68829 -1.39783 0.18
H 0.34968 -2.80633 -0.45317 0.18
H 0.46709 -1.63815 -1.90232 0.14
```

* highest occupied orbital energy: -8.82 eV
* orbital gap: 0.3552 Eh
* net charge: 0
* E_tot: -7255.4301 eV
* structure (SMILES): [H]/N=C(/C)CN=C



Record 3
# C5H11NO

2 unconnected molecules or ions with the total composition C5H11NO (ωB97M-V with the def2-TZVPD basis set, the OMol25 dataset).

```
18
Properties=species:S:1:pos:R:3:nbo_charge:R:1
C -1.41422 0.32557 2.05795 -0.39
C -0.25692 0.21724 1.40181 -0.21
C -0.07359 -0.52856 0.16110 0.09
N -0.07352 -1.94752 0.24025 -0.85
C 0.06893 0.10164 -1.03582 -0.19
C -0.54067 -0.43769 -2.31827 -0.65
H -2.16901 -0.40501 1.77482 0.19
H -1.56662 0.91220 2.95076 0.21
H 0.61921 0.71095 1.82987 0.19
H -0.94139 -2.43973 0.04981 0.37
H 0.21202 -2.30296 1.13530 0.37
H 0.73634 0.95615 -1.11775 0.21
H -0.53104 -1.52159 -2.31795 0.22
H -1.58814 -0.14475 -2.29082 0.22
H -0.02182 -0.11622 -3.22184 0.22
O 2.84696 2.20119 0.04112 -0.94
H 2.15513 2.88041 0.00098 0.47
H 2.53836 1.53868 0.65867 0.47
```

* highest occupied orbital energy: -7.91 eV
* orbital gap: 0.3209 Eh
* net charge: 0
* E_tot: -8898.5040 eV
* structure (SMILES): C=C/C(N)=C/C.O



Record 4
# C13H42BF4O10

9 unconnected molecules or ions with the total composition C13H42BF4O10 (ωB97M-V with the def2-TZVPD basis set, the OMol25 dataset).

```
70
Properties=species:S:1:pos:R:3:nbo_charge:R:1
B 1.04671 -0.15480 0.64538 1.33
F 1.39350 -0.31769 -0.67541 -0.58
F -0.25977 -0.66149 0.84727 -0.59
F 1.89438 -0.85560 1.47031 -0.57
F 1.08570 1.21275 0.95942 -0.59
O 4.28025 -2.74160 -1.86105 -0.95
H 3.98319 -2.03198 -1.29146 0.49
H 3.85855 -2.56656 -2.70234 0.47
O 5.98707 0.07257 1.13139 -0.94
H 5.23783 -0.01753 1.72025 0.48
H 6.36076 0.92691 1.34750 0.47
O -0.30758 3.00964 4.17150 -0.95
H 0.06434 3.28926 3.33501 0.48
H -0.49080 2.07762 4.05311 0.48
C -1.30078 4.59145 -2.18863 -0.09
C -0.82692 3.46412 -3.13822 -0.11
O -1.19619 2.19562 -2.75987 -0.71
O -0.77895 4.40050 -0.88705 -0.72
H -2.38935 4.53575 -2.18531 0.15
H -0.95017 5.55372 -2.56172 0.18
H 0.25966 3.50738 -3.06361 0.16
H -0.83375 3.58798 -4.22114 0.18
H -0.69569 1.97839 -1.96999 0.48
H -1.03145 3.53121 -0.56740 0.47
C 5.49852 4.82880 0.87563 -0.09
C 5.15698 5.36881 -0.53661 -0.09
O 4.53525 4.33402 -1.16110 -0.72
O 6.67367 4.04429 0.93031 -0.72
H 4.69029 4.17833 1.20993 0.17
H 5.44325 5.64006 1.60151 0.16
H 6.03774 5.51175 -1.16265 0.18
H 4.44207 6.19160 -0.54088 0.16
H 4.09047 3.76875 -0.52529 0.47
H 7.45502 4.58462 1.06859 0.47
C -5.68846 -2.81758 1.34652 -0.61
C -5.55657 -1.38608 1.42408 0.08
C -5.27218 -0.72797 0.08638 -0.62
O -6.70681 -0.76624 1.81376 -0.72
H -5.70241 -3.29968 2.32401 0.21
H -4.84546 -3.23920 0.79909 0.22
H -6.65071 -3.01200 0.87282 0.19
H -4.70267 -1.18259 2.07026 0.18
H -6.10715 -0.71000 -0.61406 0.19
H -4.34508 -1.09345 -0.35522 0.21
H -4.99449 0.30281 0.30654 0.22
H -7.44395 -0.92536 1.21970 0.46
C -0.06986 -2.99371 6.89995 -0.63
C -0.17872 -3.83163 5.66645 0.11
C -1.09721 -3.31302 4.52470 -0.66
O 1.07367 -4.07597 5.11943 -0.72
H -1.08137 -2.80486 7.25950 0.20
H 0.40428 -2.07634 6.55105 0.21
H 0.30855 -3.61160 7.71427 0.22
H -0.54136 -4.82446 5.93271 0.16
H -1.38056 -2.26169 4.47454 0.21
H -1.98966 -3.89339 4.75878 0.20
H -0.91526 -3.57196 3.48165 0.24
H 1.50921 -3.24557 4.91365 0.46
C -1.70392 -2.75507 -5.33115 -0.65
C -0.24964 -2.65998 -5.71715 0.11
C 0.11862 -1.56928 -6.77867 -0.64
O 0.65520 -2.64094 -4.63636 -0.71
H -1.72295 -3.70954 -4.80508 0.22
H -2.19145 -3.09083 -6.24640 0.20
H -2.24234 -1.89510 -4.93283 0.22
H -0.08884 -3.61344 -6.22028 0.15
H 1.17701 -1.56881 -7.03925 0.22
H -0.15505 -0.55829 -6.47683 0.20
H -0.43000 -1.69839 -7.71165 0.20
H 0.39370 -1.91718 -4.06243 0.47
```

* highest occupied orbital energy: -7.83 eV
* orbital gap: 0.3755 Eh
* net charge: -1
* E_tot: -46188.8109 eV



Record 5
# C9H7ClFNO2S

2 unconnected molecules or ions with the total composition C9H7ClFNO2S (ωB97M-V with the def2-TZVPD basis set, the OMol25 dataset).

```
22
Properties=species:S:1:pos:R:3:nbo_charge:R:1
C 2.18683 2.92654 0.23929 -0.01
C 1.28273 -0.06811 1.28530 -0.22
C 1.51991 -1.41232 1.70638 -0.27
C -0.64326 -1.64456 2.63959 -0.29
C -0.02062 0.41172 1.35740 0.16
C 0.56633 -2.14710 2.36805 0.40
C -0.91686 -0.33871 2.07506 -0.02
C -0.94073 0.21678 -1.97601 -0.81
C 0.12523 1.98200 -0.27024 0.12
N 3.19874 3.42237 0.53041 -0.48
O 1.25239 1.64831 -2.67550 -0.91
O -0.36369 1.68486 0.91513 -0.42
F 0.93167 -3.39931 2.64835 -0.30
S 0.79745 0.87790 -1.51500 1.28
Cl -2.51167 0.32010 2.31206 0.03
H 2.18619 0.60602 1.10660 0.29
H 2.48841 -1.86033 1.33544 0.25
H -1.26426 -2.06076 3.38101 0.25
H -0.86254 -0.68982 -2.51788 0.24
H -1.62111 0.84942 -2.63120 0.25
H -1.43524 -0.07093 -1.10535 0.22
H -0.13673 2.94078 -0.62192 0.23
```

* highest occupied orbital energy: -10.00 eV
* orbital gap: 0.3259 Eh
* net charge: 0
* E_tot: -41100.9992 eV



Record 6
# C36H34BrF15GeIrN7O3S

A molecular structure, C36H34BrF15GeIrN7O3S (ωB97M-V with the def2-TZVPD basis set, the OMol25 dataset).

```
99
Properties=species:S:1:pos:R:3:mulliken_spin:R:1
Ir 0.16218 0.89214 -0.13115 0.05
C 5.69488 2.49034 -0.42445 0.00
N 4.55168 1.60004 -0.42505 0.00
C 3.27898 1.97014 -0.58555 0.00
N 3.01118 3.27054 -0.82715 0.00
O 2.37368 1.10684 -0.47265 0.00
H 6.59588 1.89964 -0.28465 0.00
H 5.61028 3.21334 0.38985 0.00
H 5.78678 3.02644 -1.36985 0.00
H 4.70398 0.62954 -0.19735 0.00
H 3.73738 3.89624 -1.13805 0.00
H 2.05908 3.49264 -1.05985 0.00
C -3.27982 -0.28106 1.62485 -0.01
N -4.03712 0.31474 0.54605 0.00
C -5.42782 0.53754 0.86355 0.00
C -3.31602 0.73774 -0.53875 -0.01
O -2.07902 0.87864 -0.40085 0.00
N -3.86972 0.95034 -1.75865 0.00
C -5.25232 1.02354 -2.16125 0.00
C -2.96592 1.15614 -2.87175 0.00
H -3.84622 -1.12076 2.03255 0.00
H -3.10902 0.44144 2.42725 0.00
H -2.31792 -0.63276 1.25235 0.01
H -5.53772 0.48324 1.94695 0.00
H -6.06792 -0.24076 0.43755 0.00
H -5.77072 1.51904 0.53825 0.00
H -5.95002 0.74204 -1.38735 0.00
H -5.40892 0.36364 -3.01795 0.00
H -5.47962 2.04544 -2.48615 0.00
H -1.94362 0.94024 -2.56825 0.00
H -3.03042 2.18294 -3.24155 0.00
H -3.24092 0.48044 -3.68385 0.00
C -0.67762 4.26444 -2.67085 0.00
N -0.28092 5.06354 -1.53885 0.00
C -0.19852 6.49284 -1.77485 0.00
C -0.34942 7.25024 -0.46645 0.00
C 0.68018 6.71004 0.50965 0.00
N 0.58038 5.26894 0.61035 0.00
C 1.08468 4.66784 1.81955 0.00
C 0.06288 4.48364 -0.36195 0.00
O -0.05302 3.24624 -0.18255 -0.01
H -1.69142 4.53354 -2.97635 0.00
H -0.64502 3.21254 -2.39635 0.00
H -0.00562 4.45434 -3.51245 0.00
H -0.98902 6.77414 -2.47445 0.00
H 0.76118 6.72944 -2.25565 0.00
H -1.35502 7.10694 -0.06575 0.00
H -0.19272 8.31664 -0.62445 0.00
H 0.52208 7.13194 1.50355 0.00
H 1.69208 6.97894 0.17965 0.00
H 0.31338 4.65104 2.59085 0.00
H 1.92058 5.26234 2.18195 0.00
H 1.40738 3.64824 1.61665 0.00
Br -1.80262 2.74064 5.02945 0.00
C -0.49072 1.66184 4.18395 0.00
C 0.38828 0.86104 4.90775 0.00
C 1.30428 0.08864 4.21375 0.00
C 1.32458 0.14514 2.82445 0.01
N 0.47668 0.91374 2.14595 0.00
C -0.40702 1.66204 2.79375 0.00
H 0.35608 0.85264 5.98725 0.00
H 1.99198 -0.55916 4.73875 0.00
H 2.02718 -0.43476 2.24615 -0.01
H -1.05572 2.28304 2.18995 0.00
F 2.88918 -5.14986 1.25145 0.00
C 3.35328 -4.77636 0.06045 0.00
C 2.49778 -4.10566 -0.79465 0.03
C 2.95538 -3.74986 -2.05155 -0.01
F 2.06678 -3.12466 -2.84525 0.00
C 4.25228 -4.02266 -2.46735 0.00
F 4.67138 -3.66816 -3.67125 0.00
C 5.11828 -4.67206 -1.57835 0.01
F 6.36558 -4.90366 -1.93125 0.00
C 4.66658 -5.06086 -0.31235 0.00
F 5.47868 -5.68126 0.52225 0.00
Ge 0.59068 -3.72856 -0.39705 0.13
S 0.27518 -1.46096 -0.44085 0.82
C -0.52032 -4.68286 -1.74165 -0.02
C -0.24612 -6.03476 -1.85765 0.01
F 0.72278 -6.51046 -1.06315 0.00
C -0.94442 -6.85886 -2.73485 0.00
F -0.67332 -8.14516 -2.81365 0.00
C -1.94662 -6.29056 -3.53375 0.00
F -2.62242 -7.04216 -4.37545 0.00
C -2.23112 -4.92616 -3.43155 0.00
F -3.17992 -4.37716 -4.17745 0.00
C -1.51752 -4.14146 -2.52835 0.01
F -1.79282 -2.83486 -2.38945 0.00
C 0.09618 -4.22836 1.46525 -0.01
C -0.91512 -5.11746 1.78115 0.00
F -1.64622 -5.60726 0.77605 0.00
C -1.18432 -5.47056 3.10235 0.00
F -2.14932 -6.32466 3.38645 0.00
C -0.44502 -4.87666 4.13185 0.00
F -0.72782 -5.14596 5.38985 0.00
C 0.56278 -3.95606 3.82775 0.00
F 1.23108 -3.33246 4.79345 0.00
C 0.82308 -3.66726 2.49855 -0.02
F 1.79108 -2.79626 2.15005 0.00
```

* spin multiplicity: 2
* highest occupied orbital energy (spin up / spin down): -15.74 / -15.74 eV
* orbital gap (spin up / spin down): 0.1650 / 0.1588 Eh
* net charge: +3
* E_tot: -235422.5631 eV